Formula: C4H6N3
Source: OMol25
Level of theory: ωB97M-V with the def2-TZVPD basis set

Last column: Löwdin charge in e.
Cartesian coordinates (Å):
N: -1.382 1.114 0.347  0.182
C: -0.871 -0.148 0.272  -0.363
N: -1.702 -1.092 -0.161  0.196
N: 0.470 -0.412 0.631  0.172
C: 1.587 -0.231 0.199  -0.280
C: 2.724 0.223 -0.658  0.166
C: 2.932 -0.090 0.650  0.118
H: -0.704 1.828 0.602  0.129
H: -2.424 1.284 0.462  0.168
H: -1.461 -2.147 0.082  0.211
H: -2.611 -0.873 -0.312  0.073
H: 3.184 0.548 -1.577  0.108
H: 3.531 -0.366 1.495  0.120

## Properties
gap between HOMO and LUMO	10.7	eV
structure (SMILES)	NC(=[NH2+])N=c1cc1
relative energy (zero: lowest compared OMol25 entry of this formula, charge and spin)	53.7	kcal/mol
HOMO energy	-13.77	eV
net charge	+1

Formula: C19H32N4O3S
Source: OMol25
Level of theory: ωB97M-V with the def2-TZVPD basis set

Last column: Löwdin charge in e.
Cartesian coordinates (Å):
C: -1.772 -3.916 -1.876  -0.024
C: -1.493 -2.963 -2.975  -0.320
N: -2.265 -2.816 -4.033  0.129
N: -1.699 -1.875 -4.797  -0.161
C: -2.299 -1.495 -6.042  -0.013
C: -0.559 -1.397 -4.253  -0.240
C: 0.270 -0.349 -4.892  -0.005
C: -0.393 -2.082 -3.061  -0.189
S: 0.891 -1.962 -1.864  0.690
O: 1.816 -0.935 -2.284  -0.298
O: 1.426 -3.268 -1.611  -0.275
N: -0.007 -1.509 -0.525  -0.229
C: -0.384 -0.115 -0.513  -0.176
C: 0.758 0.790 -0.046  -0.126
C: 1.274 0.340 1.330  -0.222
C: 0.234 0.654 2.406  -0.455
O: -0.505 -0.164 2.914  0.072
N: 0.192 1.965 2.729  0.090
C: -0.723 2.502 3.719  -0.296
C: -0.066 2.534 5.110  -0.134
C: 1.358 3.088 5.144  -0.199
C: 1.461 4.607 5.037  -0.212
C: 0.811 5.202 3.790  -0.201
C: -0.716 5.116 3.818  -0.202
C: -1.308 3.836 3.227  -0.143
C: 1.633 -1.149 1.282  -0.113
C: 0.469 -1.987 0.756  -0.188
H: -2.566 -4.596 -2.169  0.080
H: -0.865 -4.469 -1.642  0.076
H: -2.071 -3.372 -0.981  0.080
H: -3.205 -2.086 -6.160  0.091
H: -2.553 -0.433 -6.041  0.091
H: -1.622 -1.697 -6.874  0.092
H: 1.132 -0.155 -4.258  0.065
H: 0.614 -0.677 -5.873  0.090
H: -0.300 0.570 -5.022  0.089
H: -0.683 0.148 -1.531  0.120
H: -1.249 -0.010 0.150  0.136
H: 1.569 0.713 -0.772  0.103
H: 0.411 1.825 -0.012  0.115
H: 2.180 0.912 1.568  0.145
H: 0.856 2.601 2.319  0.128
H: -1.536 1.767 3.768  0.140
H: -0.705 3.093 5.794  0.118
H: -0.028 1.501 5.462  0.115
H: 1.944 2.622 4.350  0.103
H: 1.814 2.789 6.091  0.110
H: 1.000 5.060 5.918  0.112
H: 2.519 4.879 5.048  0.107
H: 1.098 6.256 3.736  0.107
H: 1.201 4.719 2.892  0.105
H: -1.054 5.236 4.848  0.107
H: -1.132 5.951 3.249  0.108
H: -2.379 3.845 3.440  0.112
H: -1.202 3.864 2.140  0.112
H: 1.904 -1.497 2.280  0.125
H: 2.489 -1.282 0.615  0.121
H: 0.783 -3.020 0.606  0.115
H: -0.364 -1.952 1.462  0.121

## Properties
gap between HOMO and LUMO	9.7	eV
structure (SMILES)	Cc1nn(C)c(C)c1S(=O)(=O)N1CCC(C(=O)NC2CCCCCC2)CC1
relative energy (zero: lowest compared OMol25 entry of this formula, charge and spin)	0.3	kcal/mol
HOMO energy	-9.01	eV
net charge	0

Formula: H3NP2
Source: OMol25
Level of theory: ωB97M-V with the def2-TZVPD basis set

Last column: Löwdin charge in e.
Cartesian coordinates (Å):
N: 1.237 2.398 -0.893  -0.478
P: 2.429 1.542 -0.982  0.573
P: 0.369 -0.917 0.125  0.633
H: 1.849 0.135 -0.600  -0.307
H: -1.051 -0.927 0.118  -0.202
H: 0.204 -2.253 -0.282  -0.218

## Properties
gap between HOMO and LUMO (spin up / spin down)	6.9 / 7.7	eV
relative energy (zero: lowest compared OMol25 entry of this formula, charge and spin)	75.1	kcal/mol
HOMO energy (spin up / spin down)	-8.72 / -9.17	eV
net charge	0

Formula: C4H10OSSi
Source: OMol25
Level of theory: ωB97M-V with the def2-TZVPD basis set

Last column: Löwdin charge in e.
Cartesian coordinates (Å):
C: -3.224 -0.849 1.774  -0.171
C: -2.238 -1.660 2.156  -0.701
C: 1.153 0.097 -3.036  -0.063
C: 1.664 0.931 -1.849  -0.250
O: 0.521 1.536 -1.163  -0.390
Si: -0.383 1.247 0.167  0.762
S: -0.824 -1.993 1.069  0.339
H: -4.185 -0.969 2.179  0.021
H: -3.103 -0.581 0.701  0.025
H: -2.227 -2.121 3.143  0.037
H: 0.578 -0.618 -2.454  0.069
H: 0.605 0.682 -3.750  0.068
H: 2.066 -0.376 -3.570  0.116
H: 2.128 1.797 -2.286  0.113
H: 2.169 0.343 -1.199  0.079
H: -1.640 2.083 -0.311  -0.001
H: 0.318 1.178 1.507  -0.051

## Properties
gap between HOMO and LUMO (spin up / spin down)	6.1 / 6.1	eV
relative energy (zero: lowest compared OMol25 entry of this formula, charge and spin)	100.7	kcal/mol
HOMO energy (spin up / spin down)	-7.45 / -7.45	eV
net charge	0

> net charge of number 1 (C4H6N3)?

+1